(1)
{"formula": "C31H49INO2PSSe2Si3Ti", "method": "ωB97M-V/def2-TZVPD", "total_charge": 2, "lumo_energy_ev": -6.59, "energy_ha": -8973.65967, "de_lowest_kj_mol": 0.0, "elements": ["Ti", "Se", "P", "Se", "C", "C", "C", "C", "C", "C", "C", "C", "C", "C", "C", "C", "H", "H", "H", "H", "H", "H", "H", "H", "H", "H", "C", "O", "Si", "C", "C", "C", "Si", "C", "C", "C", "Si", "C", "C", "C", "H", "H", "H", "H", "H", "H", "H", "H", "H", "H", "H", "H", "H", "H", "H", "H", "H", "H", "H", "H", "H", "H", "H", "H", "H", "H", "H", "I", "C", "C", "C", "C", "C", "N", "H", "H", "H", "H", "O", "S", "C", "C", "C", "C", "H", "H", "H", "H", "H", "H", "H", "H"], "coordinates": [[-0.001273, 0.027563, -0.569813], [2.648127, 0.365263, 1.449787], [1.188527, 1.674463, 2.358187], [-0.841273, 1.303763, 1.545687], [1.688227, 3.417463, 2.145287], [0.803727, 4.399163, 1.722087], [1.260127, 5.695063, 1.549587], [2.582227, 6.008763, 1.821787], [3.454727, 5.027663, 2.266887], [3.014027, 3.727763, 2.423987], [1.050427, 1.430863, 4.160587], [-0.094973, 1.891563, 4.800487], [-0.224273, 1.729563, 6.166887], [0.791727, 1.123263, 6.892087], [1.934027, 0.668663, 6.251187], [2.067527, 0.818363, 4.880587], [-0.239173, 4.157363, 1.553687], [0.579027, 6.457263, 1.205087], [2.931727, 7.022063, 1.699887], [4.480127, 5.273263, 2.490287], [3.689327, 2.953563, 2.762587], [-0.874273, 2.374163, 4.225187], [-1.114373, 2.078163, 6.666287], [0.697827, 1.013663, 7.961587], [2.724027, 0.199363, 6.817487], [2.958027, 0.464363, 4.373387], [-1.374373, 2.827163, -1.325813], [-0.889873, 1.504563, -1.548413], [-1.514873, 0.688863, -3.008413], [-3.314273, 1.255763, -3.289713], [-0.472173, 1.426863, -4.423113], [-1.095273, -0.961137, -2.167613], [-2.717373, -1.719837, -1.439113], [-4.235773, -1.813537, -2.587313], [-2.406173, -3.528037, -0.894513], [-3.226773, -0.576137, 0.016987], [-0.255173, -2.219437, -3.368813], [0.383727, -3.846837, -2.570113], [-1.516973, -2.688537, -4.715213], [1.218927, -1.440537, -4.318913], [-1.276373, 3.409463, -2.243013], [-0.805673, 3.328663, -0.539513], [-2.426873, 2.794663, -1.029513], [-3.366373, 2.297563, -3.597413], [-3.944073, 1.143463, -2.412613], [-3.773273, 0.680963, -4.086613], [-0.891573, 2.368863, -4.767513], [-0.466273, 0.762063, -5.277213], [0.560127, 1.621763, -4.143513], [-3.985273, -1.704537, -3.634113], [-4.979173, -1.061137, -2.352313], [-4.721273, -2.776537, -2.474513], [-2.497873, -4.171737, -1.761613], [-3.161073, -3.861037, -0.189813], [-1.425073, -3.706837, -0.468113], [-3.137973, 0.475063, -0.261413], [-2.631973, -0.718737, 0.917587], [-4.263473, -0.742837, 0.292587], [1.270127, -4.181737, -3.100113], [-0.351173, -4.633737, -2.684813], [0.631127, -3.792737, -1.512913], [-2.346473, -3.266837, -4.328113], [-1.031773, -3.293437, -5.474413], [-1.921373, -1.810537, -5.209713], [2.096527, -2.077537, -4.283713], [1.510427, -0.455637, -3.970213], [0.955727, -1.340437, -5.365913], [2.047027, 2.890563, -1.530113], [2.779427, 0.941963, -1.845513], [4.057027, 0.781763, -2.354813], [4.562927, -0.501337, -2.472013], [3.779727, -1.562637, -2.034813], [2.511527, -1.306537, -1.552213], [1.992127, -0.070937, -1.466213], [4.644027, 1.641263, -2.634813], [5.550227, -0.662237, -2.875313], [4.144527, -2.575937, -2.071913], [1.883027, -2.113037, -1.190213], [0.062527, -1.433937, 0.548787], [0.189127, -2.683837, 1.470687], [0.820627, -2.051837, 3.075287], [-0.179473, -2.417837, 4.154887], [-1.539773, -2.216937, 3.509287], [-1.465773, -2.983837, 2.202487], [0.874827, -0.968037, 2.974187], [1.816227, -2.452437, 3.243587], [-0.042473, -1.776037, 5.024287], [-0.059973, -3.453337, 4.474587], [-1.716873, -1.153437, 3.325087], [-2.348073, -2.592237, 4.134187], [-2.235073, -2.718637, 1.486787], [-1.484573, -4.058637, 2.381687]], "atomic_forces_ev_per_a": [[0.48, 0.00, 0.02], [-0.45, 0.46, 0.17], [0.56, 0.16, 0.27], [0.17, 0.24, -0.15], [-0.34, -0.48, -0.07], [-0.08, -0.11, 0.07], [-0.04, 0.07, -0.03], [-0.03, 0.03, -0.03], [0.05, 0.01, 0.03], [-0.05, -0.11, 0.03], [-0.08, -0.08, -0.51], [0.02, -0.01, -0.04], [-0.05, 0.04, 0.04], [0.04, -0.02, 0.01], [0.01, 0.00, 0.07], [0.09, -0.03, -0.14], [0.02, 0.01, -0.06], [-0.06, 0.13, 0.01], [0.03, 0.10, -0.04], [0.13, 0.05, 0.03], [0.10, -0.01, -0.03], [-0.11, 0.03, 0.07], [-0.08, 0.06, 0.07], [-0.03, -0.03, 0.09], [0.07, -0.02, 0.06], [-0.02, -0.01, -0.01], [-0.16, 0.95, 0.37], [-0.58, -0.03, -0.59], [0.16, 0.32, -0.17], [0.72, -0.32, 0.42], [-0.35, -0.43, 0.68], [0.01, 0.38, -0.15], [-0.36, -0.13, 0.31], [0.62, 0.20, 0.20], [0.02, 0.78, -0.18], [0.32, -0.47, -0.35], [0.38, -0.27, -0.50], [-0.32, 0.66, -0.16], [0.38, 0.16, 0.68], [-0.48, -0.09, 0.32], [0.01, -0.10, -0.07], [-0.04, -0.29, -0.13], [0.14, -0.08, -0.03], [0.23, 0.14, -0.02], [-0.09, -0.08, 0.14], [0.00, -0.21, -0.19], [-0.22, 0.11, 0.08], [0.02, -0.22, -0.26], [0.11, -0.11, 0.10], [0.06, -0.01, -0.28], [-0.08, 0.23, 0.11], [-0.01, -0.28, 0.09], [0.00, -0.12, -0.26], [-0.22, 0.00, 0.15], [0.12, -0.06, 0.05], [-0.05, 0.09, -0.04], [0.03, 0.02, 0.07], [-0.22, -0.09, 0.00], [0.20, 0.05, -0.14], [-0.23, -0.16, 0.02], [0.02, 0.03, 0.16], [-0.24, -0.14, 0.11], [0.20, -0.11, -0.13], [-0.09, 0.22, -0.12], [0.09, -0.17, 0.05], [0.06, 0.12, 0.02], [-0.13, 0.03, -0.25], [0.46, -0.37, -0.06], [-0.38, 0.84, 0.03], [-0.16, -0.14, 0.01], [-0.27, -0.02, 0.18], [-0.14, 0.12, 0.05], [0.17, -0.38, 0.07], [-0.04, -0.06, -0.33], [-0.03, 0.10, -0.03], [0.11, -0.04, -0.01], [-0.02, -0.12, 0.00], [0.08, 0.06, -0.14], [-0.15, -0.80, -0.16], [-0.26, 0.02, 0.78], [0.21, 0.04, 0.21], [-0.28, -0.11, -0.05], [0.07, 0.10, 0.13], [-0.11, 0.24, 0.02], [0.06, -0.20, -0.22], [0.10, 0.07, -0.19], [0.13, 0.04, 0.00], [0.02, -0.04, 0.05], [0.00, -0.04, -0.03], [-0.08, -0.05, -0.06], [0.11, -0.11, -0.17], [0.03, -0.13, -0.13]]}


(2)
{"formula": "C26H24F6N2O5PRhS2", "method": "ωB97M-V/def2-TZVPD", "total_charge": 2, "lumo_energy_ev": -7.97, "energy_ha": -3337.77497, "elements": ["Rh", "C", "C", "C", "C", "C", "O", "C", "N", "C", "C", "C", "C", "C", "C", "P", "C", "C", "C", "C", "C", "C", "C", "C", "C", "C", "C", "C", "H", "H", "H", "H", "H", "H", "H", "H", "H", "H", "H", "H", "H", "H", "H", "H", "H", "H", "H", "H", "H", "H", "H", "H", "F", "C", "F", "F", "S", "O", "O", "N", "S", "O", "O", "C", "F", "F", "F"], "coordinates": [[-0.406521, 0.287155, 0.198970], [-4.716035, -1.605887, 0.505204], [-3.197984, -1.456049, 0.576836], [-2.552569, -2.555155, 1.412929], [-2.634752, -1.370010, -0.841694], [-2.848225, -2.608268, -1.724126], [-1.529804, -2.890440, -2.274509], [-0.663839, -2.059502, -1.733669], [-1.156357, -1.227091, -0.885636], [0.719652, -2.173033, -2.215133], [1.003115, -3.197447, -3.110659], [2.267823, -3.317835, -3.675629], [3.258797, -2.401910, -3.370133], [2.991144, -1.371377, -2.477771], [1.736619, -1.259929, -1.887295], [1.567292, 0.004177, -0.651444], [1.650836, -0.611666, 1.031429], [1.981524, 0.248624, 2.105314], [1.943071, -0.231416, 3.394304], [1.552723, -1.549230, 3.636666], [1.200178, -2.397207, 2.596054], [1.251724, -1.943335, 1.291102], [2.549392, 1.433912, -0.983768], [3.788897, 1.634453, -0.368453], [4.537466, 2.747488, -0.709374], [4.055479, 3.642769, -1.657318], [2.830899, 3.431074, -2.279110], [2.070118, 2.323686, -1.951356], [-5.145341, -1.573946, 1.505232], [-5.001577, -2.561598, 0.058975], [-5.171418, -0.804573, -0.079224], [-2.986024, -0.493955, 1.057217], [-2.732749, -3.547504, 0.993813], [-2.973518, -2.547494, 2.417842], [-1.474756, -2.410004, 1.511052], [-3.060829, -0.484231, -1.319985], [-3.516320, -2.432427, -2.561151], [-3.171620, -3.487521, -1.172451], [0.224888, -3.896315, -3.379439], [2.467515, -4.123802, -4.368485], [4.237502, -2.481287, -3.822789], [3.764866, -0.650521, -2.243235], [2.245235, 1.280665, 1.916655], [2.190548, 0.424346, 4.216732], [1.517005, -1.913417, 4.655308], [0.898237, -3.415535, 2.799390], [1.025993, -2.617668, 0.474828], [4.170777, 0.921075, 0.350496], [5.498827, 2.913267, -0.243180], [4.644435, 4.511477, -1.919977], [2.471107, 4.131448, -3.020599], [1.113898, 2.154052, -2.433390], [-2.310407, 2.713105, 4.718468], [-2.463998, 2.740153, 3.412805], [-3.570615, 2.125164, 3.072032], [-2.446269, 3.985531, 2.969977], [-0.968107, 1.828154, 2.721406], [-1.382421, 0.446520, 2.541100], [0.134199, 2.170827, 3.545420], [-0.588216, 2.327842, 1.170747], [-1.716463, 2.648558, 0.082790], [-1.389473, 1.641810, -0.990343], [-3.071348, 2.703234, 0.494813], [-1.255019, 4.292171, -0.648788], [-2.037961, 4.493881, -1.685128], [0.013269, 4.253860, -1.025311], [-1.434533, 5.208105, 0.274637]], "atomic_forces_ev_per_a": [[-0.02, 0.08, -0.25], [0.01, 0.01, -0.02], [0.02, -0.03, 0.02], [-0.02, 0.03, 0.00], [-0.18, 0.04, 0.01], [-0.05, 0.05, 0.05], [0.05, 0.01, -0.06], [-0.17, -0.06, -0.01], [0.50, 0.11, 0.21], [0.08, -0.11, -0.12], [0.00, -0.01, -0.02], [0.00, 0.02, 0.02], [-0.04, -0.02, 0.01], [0.06, 0.05, -0.01], [-0.04, 0.00, 0.06], [0.01, 0.21, 0.27], [-0.19, -0.01, -0.35], [0.03, -0.04, 0.07], [0.02, 0.00, -0.01], [0.02, 0.06, 0.03], [-0.02, -0.08, -0.11], [0.07, -0.04, 0.17], [0.01, -0.08, -0.14], [-0.02, -0.03, 0.01], [-0.01, 0.00, -0.02], [0.02, 0.00, 0.01], [-0.02, 0.02, -0.05], [0.07, -0.04, 0.05], [0.00, -0.01, 0.00], [-0.01, 0.01, 0.01], [0.00, -0.01, 0.00], [-0.03, 0.00, 0.01], [0.00, 0.00, 0.01], [0.00, -0.01, 0.00], [-0.01, -0.02, 0.00], [0.06, 0.01, -0.03], [-0.01, -0.02, -0.01], [0.05, -0.02, 0.01], [0.00, -0.01, -0.01], [-0.01, 0.00, 0.00], [0.00, 0.01, 0.00], [0.00, -0.01, -0.01], [0.02, 0.02, -0.01], [0.00, 0.00, 0.00], [0.01, 0.00, 0.00], [0.00, 0.01, 0.01], [-0.01, 0.02, -0.01], [0.01, 0.01, 0.04], [0.00, 0.00, 0.00], [0.00, 0.00, 0.00], [0.00, 0.00, 0.00], [0.01, 0.01, 0.00], [0.01, 0.00, -0.02], [0.08, 0.17, 0.01], [-0.03, -0.01, 0.00], [-0.01, -0.02, 0.00], [-0.05, -0.17, -0.30], [0.02, 0.10, 0.19], [0.00, -0.04, 0.07], [-0.13, -0.21, 0.22], [-0.04, -0.14, -0.30], [-0.18, 0.09, 0.22], [0.04, 0.13, 0.04], [0.05, -0.03, 0.03], [-0.02, 0.02, -0.03], [-0.03, 0.03, 0.00], [-0.01, 0.00, 0.01]]}


(3)
{"formula": "C2H10N4O", "method": "ωB97M-V/def2-TZVPD", "lumo_energy_ev": 1.02, "energy_ha": -376.30852, "smiles": "CN(N)[C@H](N)NO", "de_lowest_kj_mol": 506.5, "elements": ["C", "N", "N", "C", "N", "N", "O", "H", "H", "H", "H", "H", "H", "H", "H", "H", "H"], "coordinates": [[-1.406347, 1.001057, 0.077028], [-0.682170, -0.112221, -0.547181], [-1.455656, -1.301480, -0.662694], [0.651534, -0.435173, 0.108378], [0.707451, -0.212283, 1.525715], [1.400173, 0.478621, -0.730377], [2.714866, -0.076523, -0.949813], [-0.737198, 1.858434, 0.093064], [-1.724228, 0.754265, 1.094842], [-2.276619, 1.238491, -0.535826], [-1.809774, -1.568975, 0.257340], [-2.254488, -1.107011, -1.258865], [0.840487, -1.495529, -0.107713], [1.376798, -0.828521, 1.967857], [0.967548, 0.747821, 1.721098], [0.371880, 0.460931, -1.442110], [3.315744, 0.598097, -0.610743]], "atomic_forces_ev_per_a": [[0.15, -0.32, 0.05], [-0.81, -0.47, 1.14], [-0.10, -0.03, -0.02], [-0.50, 0.43, -0.53], [-0.12, -0.14, -0.01], [-1.20, 0.09, -0.23], [-0.66, 0.22, -0.45], [-0.05, 0.12, 0.07], [-0.01, 0.03, 0.01], [0.05, -0.01, 0.02], [-0.05, 0.10, -0.02], [0.10, 0.01, 0.04], [0.01, 0.26, -0.01], [-0.07, 0.04, -0.05], [0.04, -0.05, -0.04], [3.46, -0.30, 0.11], [-0.23, 0.01, -0.10]]}